Formula: C51H135B2F8N8O17
Source: the Open Molecules 2025 dataset
Level of theory: ωB97M-V/def2-TZVPD

Frontier orbital gap (alpha / beta) in eV: 8.399 / 4.712
Calculated total energy in hartree: -4587.63949
Charge: +6
Spin multiplicity: 2
HOMO energy (alpha / beta) in eV: -19.912 / -19.911

Positions of all 221 atoms, in Å:
H1 7.0128 -15.8072 2.5891
H2 5.6369 -26.2280 -4.9773
H3 4.2889 -17.8240 -1.9238
H4 6.4342 -25.9754 1.1216
H5 6.6763 -21.2438 -4.0723
H6 11.8352 -28.3191 0.2783
H7 9.5210 -13.1033 -1.6535
H8 8.4662 -21.7532 -1.8764
H9 6.7521 -17.6654 -5.3958
C1 13.5420 -27.0160 0.0072
H10 11.4480 -11.9084 -4.3710
F1 13.3355 -20.9939 -1.6195
H11 7.3284 -17.9186 -2.0150
H12 11.8432 -23.5009 -0.4737
B1 13.5966 -19.6842 -1.2505
H13 11.1959 -25.5546 1.7228
H14 6.9228 -22.1117 1.0312
H15 5.2439 -24.0892 1.7008
C2 12.6695 -20.5828 5.8271
F2 8.8306 -20.1555 4.5876
H16 6.3675 -24.8722 -5.4563
O1 8.1448 -16.9863 1.2750
H17 12.5012 -25.3167 -5.2116
H18 12.3267 -13.8665 -6.1873
H19 12.8854 -25.5141 -8.7120
C3 11.2212 -21.2552 -4.3287
H20 12.0185 -16.7846 -2.5892
C4 8.1805 -26.4706 -0.6509
C5 9.7225 -20.1767 1.0249
C6 6.4263 -17.7278 -2.5965
O2 6.2361 -18.4900 -3.7696
C7 7.7807 -17.6654 3.4958
O3 7.5380 -25.1983 -0.4090
F3 8.8652 -20.3356 6.8494
H21 13.7362 -21.9048 -4.3332
H22 14.4084 -20.8026 4.3265
H23 6.4436 -16.6642 -2.8345
H24 12.9728 -13.9515 -4.6641
H25 11.0637 -23.9519 -6.8340
H26 12.9799 -17.4081 5.1937
C8 11.0870 -18.4960 5.9972
C9 13.0650 -22.6731 -4.7171
B2 8.0728 -20.3507 5.7104
H27 2.1556 -20.9865 -2.4302
F4 13.4957 -18.8760 -2.4008
H28 11.5167 -14.1839 -0.7570
H29 9.4583 -19.1663 1.3370
H30 12.7792 -31.6932 -0.6962
F5 7.1522 -19.3488 5.8282
H31 8.7696 -18.1169 3.5763
H32 13.4644 -20.4380 1.9830
O4 4.4665 -20.4982 3.3437
C10 3.1076 -20.4840 -2.6013
H33 3.4842 -19.1912 2.1398
N1 10.0772 -13.4066 -3.6933
C11 3.2779 -21.1342 -4.8111
H34 14.0555 -23.2586 -6.7062
C12 7.9024 -16.4367 2.5655
H35 6.7905 -19.5021 3.5522
H36 9.4886 -20.9194 1.7876
H37 2.5479 -21.9432 -4.7837
H38 8.3356 -21.8434 -4.5144
O5 11.4345 -15.2985 -5.0468
H39 12.3411 -16.0000 2.9197
H40 13.2700 -19.5960 3.9989
O6 11.8816 -22.1500 -5.2730
N2 12.6156 -28.1967 -0.3511
C13 4.6039 -24.6062 -4.3048
N3 5.2647 -19.7323 -1.6159
H41 13.6462 -24.8798 -0.0895
H42 11.5272 -24.1995 -2.1315
H43 6.4052 -23.1681 3.1953
C14 13.3445 -20.5921 4.4353
H44 10.6291 -20.3925 6.2342
H45 4.3726 -24.9685 -3.3031
H46 3.3755 -22.1272 4.0581
C15 7.2878 -22.0997 -4.3578
H47 13.4500 -25.6438 -6.4158
H48 12.8530 -23.2934 -3.8463
C16 11.1654 -14.3777 -1.7705
H49 7.7926 -23.4086 0.6745
O7 7.1901 -23.0802 -3.3207
H50 8.6220 -16.4470 -0.6684
H51 3.0751 -21.7521 2.3036
H52 10.7246 -17.6204 -1.7296
C17 7.2309 -18.3230 -4.6702
H53 9.9374 -14.3930 -3.8591
O8 12.9360 -23.4495 -8.6724
H54 12.4312 -16.1602 -6.5436
H55 4.1711 -21.3918 -0.9219
C18 4.5139 -19.5030 2.3146
H56 8.0002 -22.1669 2.9946
C19 11.7228 -24.7755 -7.1086
H57 8.9092 -19.5295 -0.8520
H58 6.9982 -22.4591 -5.3453
H59 14.2053 -24.1463 -10.1534
C20 12.2038 -17.0800 2.8647
C21 5.3752 -18.3064 2.7663
H60 9.7443 -26.4620 2.3733
C22 12.4424 -30.7086 -1.0204
H61 14.3016 -29.5386 -0.8112
H62 5.9884 -20.0226 -0.9740
H63 10.7490 -20.2280 0.6619
C23 13.5797 -23.2880 -9.9082
H64 8.9487 -22.3667 -0.3266
N4 5.9279 -25.3138 -4.6614
H65 5.0288 -17.9108 3.7211
H66 12.8301 -23.1955 -10.6941
N5 7.0609 -23.0788 1.2876
H67 6.4480 -25.4373 -2.6530
C24 13.1114 -25.6878 -0.5888
H68 3.2763 -19.8734 -0.5506
H69 12.6574 -21.9442 1.6145
H70 5.5601 -25.7562 -0.3773
C25 9.0866 -21.5279 -1.0089
H71 8.6330 -24.3007 -4.3914
H72 11.0929 -12.3661 -1.9826
H73 8.9743 -26.4880 -1.3976
H74 11.2050 -25.7226 -6.9570
H75 8.5624 -24.2522 -2.5658
H76 7.5126 -17.4310 4.5259
O9 11.0692 -30.6118 -0.5478
H77 11.9544 -20.4700 -4.1446
C26 8.0040 -24.2654 -3.5018
H78 12.3064 -27.9390 -1.2774
F6 14.8326 -19.6945 -0.7029
H79 10.0055 -18.3603 5.9906
H80 9.2312 -12.8781 -3.8516
C27 11.3280 -16.7128 -1.7489
C28 8.2849 -24.2397 3.1217
O10 9.4396 -24.4131 2.2280
C29 13.7952 -23.6531 -5.7240
O11 3.8652 -21.1175 -3.5383
H81 5.5603 -20.0284 -2.5352
H82 8.7913 -15.8974 2.8927
C30 3.3391 -21.3592 3.2854
C31 13.3491 -21.4709 2.3114
H83 10.1518 -21.6452 -1.2085
H84 12.3809 -21.6113 6.0443
H85 8.6862 -24.0956 4.1249
H86 8.5756 -26.9196 0.2604
H87 12.0702 -14.4781 -2.3701
H88 14.7613 -24.0672 -5.4352
C32 8.6644 -20.3521 -0.1800
O12 11.3209 -17.5560 3.8818
C33 6.9863 -25.4675 -3.6004
H89 14.5302 -27.3147 -0.3424
H90 3.9452 -21.4868 -5.5974
H91 2.8846 -27.9474 -5.1529
H92 13.3062 -20.2421 6.6436
N6 12.8906 -24.8912 -6.0407
H93 4.8539 -23.5492 -4.2137
H94 12.4959 -30.7341 -2.1088
N7 6.8080 -18.7169 2.9173
H95 2.4657 -26.6596 -3.8983
H96 7.8361 -25.2248 3.2488
C34 11.0614 -12.8274 -4.8115
C35 10.4416 -13.2048 -2.2284
N8 11.2859 -19.9380 5.6160
C36 12.0022 -14.0090 -5.1565
H97 7.5219 -26.3829 -3.8519
H98 5.3966 -17.5474 1.9843
C37 6.3129 -25.3062 0.2698
H99 11.8803 -17.3052 1.8485
H100 5.4479 -23.1979 0.1110
H101 11.8773 -16.7416 -0.8079
C38 10.1179 -31.0472 -1.5418
C39 12.3207 -16.3029 -5.4687
H102 2.5568 -20.6896 3.6430
C40 3.5671 -24.7446 -5.4419
H103 7.4055 -19.2285 -5.2513
O13 7.3569 -20.3133 0.3047
H104 13.3645 -25.7066 -1.6489
H105 1.5496 -26.7250 -5.3152
H106 7.2411 -19.0845 2.0822
H107 2.7866 -19.4850 -2.8962
H108 13.4466 -29.7717 0.7449
H109 11.9743 -17.3307 -5.3600
H110 7.4520 -27.2201 -0.9602
C41 3.8801 -20.4062 -1.2853
O14 10.4268 -15.5927 -1.9191
H111 10.2879 -24.1791 -0.7928
H112 11.4050 -18.5484 7.0384
H113 2.9322 -20.1651 -5.1707
H114 9.1097 -31.0902 -1.1298
H115 2.6132 -24.3851 -5.0559
H116 13.2439 -17.3908 2.9622
C42 11.8920 -17.4757 5.1984
C43 2.5567 -26.9277 -4.9508
H117 14.3141 -22.4851 -9.8438
C44 5.2853 -18.1971 -1.6871
H118 10.2717 -12.6747 -5.5472
C45 12.2436 -24.6535 -8.5236
H119 5.5153 -17.9873 -0.6425
H120 11.7322 -16.5145 5.6869
C46 5.8624 -23.9140 0.8205
H121 10.2136 -30.4112 -2.4218
H122 14.3349 -21.9203 2.4318
F7 7.3148 -21.5318 5.6172
O15 3.5509 -26.1584 -5.7104
H123 7.6106 -15.2829 0.2353
O16 12.5950 -21.4770 3.5617
H124 13.2762 -16.3245 -4.9446
C47 7.3994 -23.0470 2.7653
H125 10.4084 -32.0510 -1.8516
C48 8.4119 -16.0180 0.3114
H126 10.3748 -20.7110 -4.7475
H127 11.3386 -24.7049 -9.1291
O17 11.7009 -25.5777 -0.5422
H128 3.8911 -24.1284 -6.2806
H129 9.3463 -15.6427 0.7287
C49 11.3407 -24.2702 -1.0599
C50 10.3415 -25.5505 2.3996
H130 13.5564 -26.9732 1.0962
H131 4.9061 -19.8652 1.3642
H132 11.0820 -21.7230 -3.3541
H133 8.1733 -17.9256 -4.2931
C51 13.3286 -29.6417 -0.3309
F8 12.5356 -19.4490 -0.4010
H134 10.9428 -20.1202 4.6837
H135 10.7695 -25.3365 3.3789

Atom charges from the Löwdin analysis, given in e for atoms 1 to 2: 0.13, 0.16

=====

Formula: C13H18F4IN4O5S
Source: the Open Molecules 2025 dataset
Level of theory: ωB97M-V/def2-TZVPD

Frontier orbital gap in eV: 9.266
Calculated total energy in hartree: -2196.42423
Charge: +1
Relative energy (zero: lowest compared OMol25 entry of this formula, charge and spin) in kJ/mol: 0.0
HOMO energy in eV: -12.717

Positions of all 46 atoms, in Å:
H1 2.7343 3.3355 -0.1938
C1 0.1615 0.7795 0.8438
O1 2.5176 6.2820 -1.4577
H2 2.0568 4.4314 -2.2284
O2 4.5911 7.0455 -1.0018
H3 -2.0056 1.1889 0.3934
F1 -0.8513 2.6389 -0.2470
O3 3.1129 -0.9993 -3.1643
C2 0.1960 -0.9297 -0.9462
C3 -2.6314 -4.0076 1.0035
H4 2.1767 4.6802 0.8231
H5 0.8350 5.1068 -1.1314
H6 1.8254 0.3655 -1.7201
F2 1.1475 1.3968 0.2012
H7 1.2619 -1.8474 -3.6380
N1 -0.1889 -0.4941 0.2608
N2 -0.3181 -2.1327 -1.2349
F3 0.5781 0.6707 2.1135
H8 -2.6795 -1.6692 2.1541
I1 -5.7228 -4.5973 1.6652
N3 -1.0199 -1.4440 0.8090
C4 2.6396 4.4179 -0.1319
S1 -1.6742 -4.5900 -1.4746
H9 3.5609 -0.7293 -2.3504
O4 -4.3302 -2.4897 0.2217
C5 -1.0669 -2.4089 -0.1194
C6 1.0567 -0.3454 -2.0466
H10 0.4503 0.1618 -2.8183
H11 -1.7384 -0.2164 2.4342
H12 -2.7192 -5.1039 0.9005
H13 -3.0096 -4.7029 -1.7617
C7 -0.7386 -1.9402 3.1979
O5 3.9157 5.0427 -0.2119
N4 -1.7727 -3.5490 -0.0755
C8 3.7596 6.2094 -0.9016
C9 1.8465 -1.5281 -2.7696
F4 -1.3148 2.4237 1.8650
H14 -1.0443 -1.6358 4.2132
C10 -1.1116 1.7401 0.7386
H15 0.3052 -1.6267 3.0426
H16 -2.2604 -3.8278 2.0220
C11 1.9041 5.0053 -1.3106
C12 -4.0803 -3.4618 0.8143
C13 -1.6577 -1.2682 2.1214
H17 -0.7623 -3.0404 3.1516
H18 2.0654 -2.3371 -2.0549

Atom charges from the natural (NBO) analysis, given in e for atoms 1 to 2: 0.19, 0.77